(1)
The following is a quantum chemistry calculation of one molecule with the formula CH4FOPS at a distorted geometry, from the Open Molecules 2025 dataset.

Results
Energy in eV: -25991.1258
SMILES string: CSP(O)F
HOMO level in eV: -8.983
Energy above the lowest of the compared OMol25 structures with the same formula, charge and spin in kcal per mole: 46.6

Geometry as ORCA input:
```
! RIJCOSX wB97M-V def2-TZVPD def2/J DEFGRID3
* xyz 0 1
C 1.976 -0.357 0.158
S 0.286 0.324 -0.037
P -1.895 0.016 0.813
O -2.509 1.301 -0.020
F -2.393 -1.000 -0.459
H 2.047 -1.130 0.848
H 2.310 -0.599 -0.861
H 2.508 0.492 0.510
H -2.330 0.954 -0.951
*
```



(2)
The following is a quantum chemistry calculation of a 2-piece molecular cluster, CH4FOPS overall at a distorted geometry, from the Open Molecules 2025 dataset.

Results
Energy in eV: -25991.5112
SMILES string: CP(=O)=S.F
HOMO level in eV: -10.641
Energy above the lowest of the compared OMol25 structures with the same formula, charge and spin in kcal per mole: 37.8

Geometry as ORCA input:
```
! RIJCOSX wB97M-V def2-TZVPD def2/J DEFGRID3
* xyz 0 1
C -0.455 -0.668 0.937
P 0.962 -0.266 -0.103
O 0.909 1.169 -0.443
S 2.356 -1.403 -0.709
H -1.179 -0.689 0.142
H -0.437 -1.626 1.469
H -0.786 0.282 1.559
F -1.147 1.676 -1.653
H -0.223 1.523 -1.198
*
```



(3)
The following is a quantum chemistry calculation of CH4FSr as an isolated structure at a distorted geometry, from the Open Molecules 2025 dataset.

Results
Energy in eV: -4643.7875
HOMO level (alpha / beta) in eV: -12.483 / -11.717

Geometry as ORCA input:
```
! RIJCOSX wB97M-V def2-TZVPD def2/J DEFGRID3
* xyz 1 1
F 0.351 0.874 -0.389
Sr 0.699 -0.919 1.031
H 1.673 0.754 -0.246
C -1.530 0.374 -0.356
H -2.224 -0.472 -0.429
H -1.449 0.691 -1.401
H -1.995 1.125 0.295
*
```



(4)
The following is a quantum chemistry calculation of CH4IN2 as an isolated structure at a distorted geometry, from the Open Molecules 2025 dataset.

Results
Energy in eV: -12172.9461
HOMO level in eV: -14.945
Energy above the lowest of the compared OMol25 structures with the same formula, charge and spin in kcal per mole: 68.7

Geometry as ORCA input:
```
! RIJCOSX wB97M-V def2-TZVPD def2/J DEFGRID3
* xyz 1 1
C 0.561 0.121 0.033
N -0.032 1.240 0.069
N -0.749 -1.184 0.234
I 2.625 -0.092 0.091
H -1.089 1.252 -0.023
H 0.310 2.232 -0.022
H -0.535 -2.236 0.382
H -1.090 -1.333 -0.763
*
```



(5)
The following is a quantum chemistry calculation of a 2-piece molecular cluster, CH4IN3 overall at a distorted geometry, from the Open Molecules 2025 dataset.

Results
Energy in eV: -13668.6332
HOMO level (alpha / beta) in eV: -7.347 / -8.499
Energy above the lowest of the compared OMol25 structures with the same formula, charge and spin in kcal per mole: 34.6

Geometry as ORCA input:
```
! RIJCOSX wB97M-V def2-TZVPD def2/J DEFGRID3
* xyz 0 1
C -0.747 1.290 0.101
N 0.579 1.021 0.467
N 1.301 0.138 0.584
N 0.267 -1.907 -0.026
I 1.004 -2.280 -1.848
H -1.278 1.595 1.003
H -1.226 0.412 -0.344
H -0.737 2.136 -0.590
H 0.837 -2.407 0.652
*
```



(6)
The following is a quantum chemistry calculation of CH4IN3 as an isolated structure at a distorted geometry, from the Open Molecules 2025 dataset.

Results
Energy in eV: -13669.8145
HOMO level in eV: -8.496
Energy above the lowest of the compared OMol25 structures with the same formula, charge and spin in kcal per mole: 7.4

Geometry as ORCA input:
```
! RIJCOSX wB97M-V def2-TZVPD def2/J DEFGRID3
* xyz 0 1
C 0.858 -0.341 -1.097
N -0.324 0.434 0.889
N -1.487 0.495 1.571
N -0.235 -0.393 -0.087
I -1.159 1.707 3.159
H 0.873 -1.404 -1.602
H 0.753 0.470 -1.819
H 1.745 0.005 -0.635
H -1.023 -0.973 -0.380
*
```



(7)
The following is a quantum chemistry calculation of a 3-piece molecular cluster, CH4IN4 overall at a distorted geometry, from the Open Molecules 2025 dataset.

Results
Energy in eV: -15150.3592
HOMO level in eV: -13.675
Energy above the lowest of the compared OMol25 structures with the same formula, charge and spin in kcal per mole: 67.5

Geometry as ORCA input:
```
! RIJCOSX wB97M-V def2-TZVPD def2/J DEFGRID3
* xyz 1 1
C 4.101 -0.778 0.206
N -1.395 1.060 0.020
N -0.303 0.763 0.252
N 4.963 -1.503 -0.065
N 0.851 0.872 0.129
I -4.587 -0.278 0.014
H 1.571 0.382 0.587
H -2.061 0.371 -0.318
H 5.508 -2.377 0.036
H -5.590 -1.457 -0.153
*
```



(8)
The following is a quantum chemistry calculation of a 2-piece molecular cluster, CH4INS overall at a distorted geometry, from the Open Molecules 2025 dataset.

Results
Energy in eV: -21525.3426
HOMO level (alpha / beta) in eV: -6.883 / -6.883
Energy above the lowest of the compared OMol25 structures with the same formula, charge and spin in kcal per mole: 46.8

Geometry as ORCA input:
```
! RIJCOSX wB97M-V def2-TZVPD def2/J DEFGRID3
* xyz 0 1
C -0.475 0.342 0.206
N -1.307 -0.634 -0.208
S 2.259 1.691 0.097
I 3.052 -0.598 -0.089
H -0.259 0.282 1.203
H -1.525 -0.775 -1.143
H 0.056 0.978 -0.503
H -1.801 -1.285 0.437
*
```



(9)
The following is a quantum chemistry calculation of a 2-piece molecular cluster, CH4INS overall at a distorted geometry, from the Open Molecules 2025 dataset.

Results
Energy in eV: -21525.4396
SMILES string: CN=S.I
HOMO level (alpha / beta) in eV: -8.445 / -8.446
Energy above the lowest of the compared OMol25 structures with the same formula, charge and spin in kcal per mole: 44.6

Geometry as ORCA input:
```
! RIJCOSX wB97M-V def2-TZVPD def2/J DEFGRID3
* xyz 0 1
C -1.166 0.280 -0.510
N -0.737 -0.776 0.283
S -1.653 -1.449 1.389
H -0.289 0.772 -0.906
H -1.775 -0.250 -1.322
H -1.779 0.948 -0.037
I 4.055 -0.030 1.218
H 3.344 0.505 -0.115
*
```



(10)
The following is a quantum chemistry calculation of a 2-piece molecular cluster, CH4IP overall at a distorted geometry, from the Open Molecules 2025 dataset.

Results
Energy in eV: -18487.6960
<S²>: 2.01
HOMO level (alpha / beta) in eV: -8.335 / -9.790
Energy above the lowest of the compared OMol25 structures with the same formula, charge and spin in kcal per mole: 6.7

Geometry as ORCA input:
```
! RIJCOSX wB97M-V def2-TZVPD def2/J DEFGRID3
* xyz 0 3
C 0.684 0.090 0.296
P -0.649 -0.899 -0.013
I 2.720 -2.170 1.376
H 1.601 -0.065 -0.349
H 0.763 0.088 1.350
H -1.778 -0.088 -0.158
H -0.616 -1.065 -1.375
*
```



(11)
The following is a quantum chemistry calculation of a 2-piece molecular cluster, CH4IP overall, from the Open Molecules 2025 dataset.

Results
Energy in eV: -18487.9882
<S²>: 2.01
HOMO level (alpha / beta) in eV: -7.372 / -9.179
Energy above the lowest of the compared OMol25 structures with the same formula, charge and spin in kcal per mole: 0.0

Geometry as ORCA input:
```
! RIJCOSX wB97M-V def2-TZVPD def2/J DEFGRID3
* xyz 0 3
C -0.724 -1.072 0.584
P 0.159 0.238 -0.140
I 2.768 2.341 -1.130
H -0.796 -1.093 1.661
H -0.674 -2.041 0.111
H -0.283 0.246 -1.457
H -0.449 1.380 0.371
*
```



(12)
The following is a quantum chemistry calculation of a 2-piece molecular cluster, CH4IPS overall at a distorted geometry, from the Open Molecules 2025 dataset.

Results
Energy in eV: -29325.5695
SMILES string: C=PI.S
HOMO level in eV: -9.303
Energy above the lowest of the compared OMol25 structures with the same formula, charge and spin in kcal per mole: 38.5

Geometry as ORCA input:
```
! RIJCOSX wB97M-V def2-TZVPD def2/J DEFGRID3
* xyz 0 1
C 0.917 -2.226 -0.092
P 1.234 -0.758 0.583
I 3.122 0.208 -0.553
H 1.635 -2.649 -0.815
H -0.014 -2.832 -0.039
S -2.652 2.442 -0.071
H -2.655 2.511 1.214
H -1.586 3.304 -0.228
*
```